Density functional theory data (wB97M-V/def2-TZVPD) for 2 unconnected molecules or ions with the total composition C4H11NO in a non-equilibrium geometry.

Cartesian coordinates (Å):
C -2.713 -0.528 0.665
C -1.807 -0.266 -0.296
N -1.512 0.963 -0.894
H -2.436 -1.251 1.418
H -3.554 0.164 0.680
H -1.116 -1.059 -0.583
H -1.766 1.752 -0.320
H -0.583 0.960 -1.283
C 1.375 -0.531 0.774
C 2.054 -0.211 -0.534
O 1.967 1.181 -0.858
H 1.190 -1.580 0.967
H 1.843 -0.024 1.619
H 0.379 -0.069 0.684
H 1.713 -0.714 -1.458
H 3.121 -0.467 -0.527
H 1.845 1.681 -0.054

Calculated total energy ... -7862.3102 eV
SMILES string ... C=CN.CCO
HOMO ... -8.06 eV
Max |F| ... 1.6 eV/Å
Energy above the lowest of the compared OMol25 structures with the same formula, charge and spin ... 216.45 kJ/mol
LUMO level ... 0.874 eV

***

Density functional theory data (wB97M-V/def2-TZVPD) for a single C4H11NO molecule in a non-equilibrium geometry.

Cartesian coordinates (Å):
C 2.134 0.676 -0.464
N 0.864 0.409 0.178
C 0.825 0.663 1.638
C -0.008 -0.597 -0.399
C -1.444 -0.068 -0.648
O -2.407 -1.134 -0.501
H 2.482 1.646 -0.107
H 2.911 -0.094 -0.374
H 1.942 0.759 -1.540
H 1.738 0.274 2.088
H -0.125 0.231 1.930
H 0.816 1.745 1.782
H -0.193 -1.384 0.348
H 0.497 -0.965 -1.291
H -1.597 0.418 -1.609
H -1.549 0.622 0.197
H -2.885 -0.935 0.310

Calculated total energy ... -7862.6478 eV
SMILES string ... CN(C)CCO
HOMO ... -7.93 eV
Max |F| ... 2.3 eV/Å
Energy above the lowest of the compared OMol25 structures with the same formula, charge and spin ... 183.87 kJ/mol
LUMO level ... 0.897 eV

***

Density functional theory data (wB97M-V/def2-TZVPD) for 2 unconnected molecules or ions with the total composition C4H11NO in a non-equilibrium geometry.

Cartesian coordinates (Å):
C -3.003 -0.234 -0.247
C -2.186 1.141 -0.525
C -0.742 0.788 -1.076
C 0.295 0.387 -0.201
N 1.582 0.034 -0.626
H -2.901 -0.809 -1.051
H -4.051 -0.183 -0.052
H -2.658 -0.901 0.571
H -2.777 1.722 -1.190
H -1.941 1.630 0.449
H -0.622 0.600 -2.037
H 0.037 0.332 0.858
H 1.946 -0.716 -0.096
H 1.507 -0.155 -1.666
O 5.363 -1.427 2.029
H 4.420 -1.473 2.264
H 5.733 -0.737 2.597

Calculated total energy ... -7862.1622 eV
SMILES string ... CC/C=C/N.O
HOMO ... -7.92 eV
Max |F| ... 7.0 eV/Å
Energy above the lowest of the compared OMol25 structures with the same formula, charge and spin ... 230.73 kJ/mol
LUMO level ... 0.630 eV

***

Density functional theory data (wB97M-V/def2-TZVPD) for 2 unconnected molecules or ions with the total composition C4H11NO in a non-equilibrium geometry.

Cartesian coordinates (Å):
C 0.283 0.560 -1.793
C 1.494 1.073 -1.125
N 1.602 1.400 0.252
O 2.542 1.283 -1.793
H 0.493 0.702 -2.837
H -0.595 1.043 -1.217
H 0.391 -0.457 -1.771
H 2.624 1.354 0.487
H 0.955 0.891 0.792
C -1.600 -0.810 0.494
C -0.771 -1.057 1.768
H -1.223 -1.036 -0.431
H -2.544 -1.486 0.548
H -1.829 0.273 0.382
H -0.911 -2.237 1.765
H -1.172 -0.726 2.616
H 0.261 -0.769 1.864

Calculated total energy ... -7862.7059 eV
SMILES string ... CC(N)=O.CC
HOMO ... -9.66 eV
Max |F| ... 6.2 eV/Å
Energy above the lowest of the compared OMol25 structures with the same formula, charge and spin ... 178.27 kJ/mol
LUMO level ... 0.804 eV

***

Density functional theory data (wB97M-V/def2-TZVPD) for a single C4H11NO molecule in a non-equilibrium geometry.

Cartesian coordinates (Å):
C -1.372 0.800 0.211
C -0.146 -0.108 0.133
C -0.384 -1.243 -0.863
N 0.045 -0.707 1.455
C 1.134 0.884 -0.536
O 2.368 0.350 -0.177
H -1.603 1.242 -0.762
H -2.263 0.246 0.526
H -1.213 1.617 0.922
H 0.496 -1.888 -0.947
H -0.612 -0.854 -1.860
H -1.239 -1.861 -0.569
H 0.286 -0.004 2.147
H 0.798 -1.389 1.438
H 1.014 0.868 -1.626
H 0.988 1.906 -0.167
H 1.704 0.141 0.674

Calculated total energy ... -7862.2580 eV
SMILES string ... CC(C)(N)CO
HOMO ... -9.40 eV
Max |F| ... 4.8 eV/Å
Energy above the lowest of the compared OMol25 structures with the same formula, charge and spin ... 221.49 kJ/mol
LUMO level ... 0.860 eV

***

Density functional theory data (wB97M-V/def2-TZVPD) for a molecular structure, C4H11NO in a non-equilibrium geometry.

Cartesian coordinates (Å):
C 0.474 -0.290 -0.146
C -0.328 0.476 0.920
C 1.028 -1.611 0.385
C -0.886 1.810 0.430
N -0.407 -0.523 -1.420
O 1.421 0.462 -0.794
H 0.648 0.366 -1.732
H -0.244 -1.417 -1.877
H -1.407 -0.431 -1.269
H -1.133 -0.163 1.295
H 0.364 0.656 1.747
H 1.536 -2.148 -0.417
H 1.772 -1.388 1.148
H 0.246 -2.237 0.818
H -1.389 2.338 1.239
H -0.081 2.434 0.042
H -1.617 1.667 -0.370

Calculated total energy ... -7862.8773 eV
HOMO ... -9.31 eV
Max |F| ... 3.0 eV/Å
Energy above the lowest of the compared OMol25 structures with the same formula, charge and spin ... 161.74 kJ/mol
LUMO level ... 0.895 eV

***

The lowest max |F| belongs to which entry? number 1